[1]
This record from the Open Molecules 2025 dataset describes C3H4N2OS as an isolated structure in a non-equilibrium geometry. The level of theory is ωB97M-V/def2-TZVPD.

Element x y z (Å)
C: 1.136 -0.695 -0.327
C: -0.590 0.306 0.130
C: -1.836 -0.538 0.013
N: -0.190 1.314 0.708
N: 1.099 1.686 0.701
O: 3.372 0.816 0.090
S: 1.939 0.681 -0.053
H: 1.396 -1.299 -1.228
H: -1.534 -1.524 0.296
H: -2.266 -0.642 -1.036
H: -2.527 -0.105 0.706

⟨S²⟩ = 2.0203
2S+1 = 3
E_LUMO (spin up / spin down) = 0.50 / -3.14 eV
ΔE to the lowest compared entry with this formula, charge and spin = 540.4 kJ/mol
F_max = 7.45 eV/A
Gap between HOMO and LUMO (spin up / spin down) = 0.272 / 0.245 hartree
Electronic energy = -19029.76095 eV

Atomic partial charges in e from the natural (NBO) method, atoms 1 to 2: -0.582 0.397

---

[2]
This record from the Open Molecules 2025 dataset describes C3H4N2OS2 in the gas phase in a non-equilibrium geometry. The level of theory is ωB97M-V/def2-TZVPD.

Element x y z (Å)
N: 1.064 -1.409 -0.081
N: 1.029 -0.033 0.236
C: 1.674 1.065 -0.187
S: 3.009 1.979 -0.194
C: 0.150 0.953 -0.428
C: -0.993 1.589 0.245
O: -0.841 1.758 1.596
S: -2.423 2.067 -0.482
H: 0.134 -1.512 -0.473
H: 1.819 -1.739 -0.694
H: -0.267 0.856 -1.488
H: -1.704 1.660 2.038

SMILES string = NN1C(=S)[C@@H]1C(O)=S
E_LUMO = -0.53 eV
ΔE to the lowest compared entry with this formula, charge and spin = 384.2 kJ/mol
F_max = 2.80 eV/A
Gap between HOMO and LUMO = 0.303 hartree
Electronic energy = -29870.16124 eV

Atomic partial charges in e from the natural (NBO) method, atoms 1 to 2: -0.637 -0.207

---

[3]
This record from the Open Molecules 2025 dataset describes a 2-piece molecular cluster, C3H4N2S overall in a non-equilibrium geometry. The level of theory is ωB97M-V/def2-TZVPD.

Element x y z (Å)
C: 2.850 0.377 0.691
C: 3.249 0.570 -0.531
C: 0.092 -0.876 0.812
N: 0.262 -0.927 -1.464
N: 0.692 -0.524 -0.417
S: 3.779 1.194 -1.871
H: 0.753 -1.774 0.935
H: 0.388 -0.165 1.643
H: -1.008 -0.875 0.721
H: -0.540 -1.411 -1.541

E_LUMO (spin up / spin down) = -2.12 / -2.11 eV
ΔE to the lowest compared entry with this formula, charge and spin = 764.9 kJ/mol
F_max = 5.69 eV/A
Gap between HOMO and LUMO (spin up / spin down) = 0.239 / 0.239 hartree
Electronic energy = -16983.56371 eV

Atomic partial charges in e from the natural (NBO) method, atoms 1 to 2: 0.061 -0.495

---

[4]
This record from the Open Molecules 2025 dataset describes a 2-piece molecular cluster, C3H4N2S overall in a non-equilibrium geometry. The level of theory is ωB97M-V/def2-TZVPD.

Element x y z (Å)
N: 0.455 0.056 1.723
C: -0.538 -0.097 1.021
C: -1.565 -0.499 0.420
N: -2.746 -0.594 0.111
H: 0.416 0.924 2.288
H: -2.901 -1.375 -0.428
C: 1.748 0.296 -1.271
S: 0.453 1.283 -1.394
H: 2.322 -0.124 -2.189
H: 2.356 0.129 -0.281

SMILES string = N=C=C=N.C=S
E_LUMO = -0.84 eV
ΔE to the lowest compared entry with this formula, charge and spin = 470.7 kJ/mol
F_max = 3.14 eV/A
Gap between HOMO and LUMO = 0.278 hartree
Electronic energy = -16986.61287 eV

Atomic partial charges in e from the natural (NBO) method, atoms 1 to 2: -0.569 0.207

---

[5]
This record from the Open Molecules 2025 dataset describes a 2-piece molecular cluster, C3H4N2S overall in a non-equilibrium geometry. The level of theory is ωB97M-V/def2-TZVPD.

Element x y z (Å)
C: -0.944 0.395 -0.024
C: -1.348 0.017 -1.282
C: 1.012 -0.643 -0.544
N: 0.699 0.663 2.668
N: 0.363 0.023 0.311
S: -0.030 -0.958 -2.008
H: -1.419 0.709 0.911
H: -2.068 0.426 -1.943
H: 1.989 -1.179 -0.583
H: 1.746 0.546 2.494

E_LUMO (spin up / spin down) = -0.22 / -0.20 eV
ΔE to the lowest compared entry with this formula, charge and spin = 555.4 kJ/mol
F_max = 3.56 eV/A
Gap between HOMO and LUMO (spin up / spin down) = 0.342 / 0.341 hartree
Electronic energy = -16985.73503 eV

Atomic partial charges in e from the natural (NBO) method, atoms 1 to 2: -0.069 -0.391

---

[6]
This record from the Open Molecules 2025 dataset describes C3H4N2S in the gas phase in a non-equilibrium geometry. The level of theory is ωB97M-V/def2-TZVPD.

Element x y z (Å)
C: 1.669 1.553 0.590
S: 0.504 0.884 -0.761
N: -0.158 -0.523 -0.143
C: -1.364 -0.896 -0.629
C: -1.965 -2.241 -0.309
N: -2.318 -3.219 0.291
H: 2.239 2.336 0.131
H: 1.145 1.553 1.525
H: 2.339 0.588 0.597
H: -2.091 -0.035 -1.293

SMILES string = CS/N=C/C#N
E_LUMO = -0.62 eV
ΔE to the lowest compared entry with this formula, charge and spin = 334.9 kJ/mol
F_max = 5.62 eV/A
Gap between HOMO and LUMO = 0.306 hartree
Electronic energy = -16988.01985 eV

Atomic partial charges in e from the natural (NBO) method, atoms 1 to 2: -0.716 0.406

---

[7]
This record from the Open Molecules 2025 dataset describes C3H4N2S2 in the gas phase in a non-equilibrium geometry. The level of theory is ωB97M-V/def2-TZVPD.

Element x y z (Å)
C: 1.278 -0.636 -0.772
C: 2.274 0.114 -0.271
C: -0.650 -0.188 0.715
N: -0.013 -0.837 -0.351
N: -1.902 0.348 -0.012
S: 3.367 1.128 0.203
S: -2.277 1.928 -0.140
H: 1.411 -1.358 -1.548
H: -1.023 -0.903 1.547
H: -0.019 0.617 1.260
H: -2.446 -0.214 -0.632

E_LUMO (spin up / spin down) = -1.33 / -1.16 eV
ΔE to the lowest compared entry with this formula, charge and spin = 455.4 kJ/mol
F_max = 3.41 eV/A
Gap between HOMO and LUMO (spin up / spin down) = 0.243 / 0.253 hartree
Electronic energy = -27822.06950 eV

Atomic partial charges in e from the natural (NBO) method, atoms 1 to 2: -0.177 -0.092

---

[8]
This record from the Open Molecules 2025 dataset describes C3H4N2S2 in the gas phase in a non-equilibrium geometry. The level of theory is ωB97M-V/def2-TZVPD.

Element x y z (Å)
H: 0.391 2.468 -0.002
N: 1.119 1.713 -0.017
C: 0.592 0.554 -0.030
C: 1.612 -0.558 -0.101
S: 1.372 -2.174 -0.084
N: -0.791 0.298 -0.139
C: -1.506 -0.790 0.177
S: -3.142 -0.861 -0.092
H: 2.568 -0.167 0.115
H: -1.303 1.091 -0.355
H: -0.912 -1.575 0.528

SMILES string = [H]/N=C(/C=S)NC=S
E_LUMO = -1.66 eV
ΔE to the lowest compared entry with this formula, charge and spin = 177.6 kJ/mol
F_max = 2.53 eV/A
Gap between HOMO and LUMO = 0.265 hartree
Electronic energy = -27824.94853 eV

Atomic partial charges in e from the natural (NBO) method, atoms 1 to 2: 0.340 -0.584

---

[9]
This record from the Open Molecules 2025 dataset describes C3H4N2S2 in the gas phase in a non-equilibrium geometry. The level of theory is ωB97M-V/def2-TZVPD.

Element x y z (Å)
S: -1.204 1.204 -2.095
C: -0.610 0.424 -0.794
C: -1.182 0.261 0.658
S: 0.032 0.658 1.956
N: 1.289 -0.338 1.422
C: 1.426 -0.609 0.189
N: 0.621 -0.166 -0.875
H: -1.551 -0.727 0.815
H: -2.013 1.007 0.739
H: 2.207 -1.261 -0.238
H: 0.986 -0.453 -1.779

SMILES string = S=C1CSN=CN1
E_LUMO = -0.33 eV
ΔE to the lowest compared entry with this formula, charge and spin = 98.4 kJ/mol
F_max = 2.70 eV/A
Gap between HOMO and LUMO = 0.304 hartree
Electronic energy = -27825.76897 eV

Atomic partial charges in e from the natural (NBO) method, atoms 1 to 2: -0.042 0.092

---

[10]
This record from the Open Molecules 2025 dataset describes C3H4N2S2 in the gas phase in a non-equilibrium geometry. The level of theory is ωB97M-V/def2-TZVPD.

Element x y z (Å)
C: 0.229 -1.235 -0.370
C: 1.018 0.962 0.224
C: -1.253 0.597 0.243
N: 1.303 -1.889 -0.427
N: 0.088 0.056 0.098
S: 1.110 2.522 0.259
S: 2.804 -1.679 0.115
H: -0.514 -1.770 -0.988
H: -1.912 -0.150 0.205
H: -1.411 1.170 1.182
H: -1.462 1.417 -0.542

E_LUMO (spin up / spin down) = -0.50 / -1.28 eV
ΔE to the lowest compared entry with this formula, charge and spin = 395.7 kJ/mol
F_max = 4.50 eV/A
Gap between HOMO and LUMO (spin up / spin down) = 0.299 / 0.240 hartree
Electronic energy = -27822.68816 eV

Atomic partial charges in e from the natural (NBO) method, atoms 1 to 2: 0.202 0.022

---

The highest F_max belongs to which entry?
C3H4N2OS

---

Which value of F_max does entry 6 give?
5.62 eV/A

---

electronic energy of number 7 (C3H4N2S2)?
-27822.06950 eV

---

Which value of ΔE to the lowest compared entry with this formula, charge and spin does entry 9 give?
98.4 kJ/mol